(1)
{
  "formula": "C5H7NO",
  "method": "the ωB97M-V functional and the def2-TZVPD basis",
  "multiplicity": 1,
  "relative_energy_kcal_mol": 137.8,
  "lumo_ev": [0.14, 0.06],
  "gap_ha": [0.28525, 0.28950],
  "homo_energy_ev": [-7.62, -7.81],
  "symbols": ["O", "C", "C", "C", "C", "C", "N", "H", "H", "H", "H", "H", "H", "H"],
  "positions_angstrom": [[1.901419, -0.578857, 0.975536], [2.018983, -0.288895, -0.394237], [0.716710, 0.181289, -1.013028], [-0.302055, 0.554307, -0.288871], [-1.410576, 0.877641, 0.418330], [-2.613865, -0.017133, 0.015540], [-1.996042, -0.299459, 1.189560], [1.402288, 0.146161, 1.378015], [2.797056, 0.469684, -0.586445], [2.344001, -1.212209, -0.886499], [-1.581784, 1.860152, 0.843907], [-2.545012, -0.762675, -0.790761], [0.674614, 0.214315, -2.104624], [-1.405731, -1.144318, 1.243575]],
  "forces_ev_per_angstrom": [[-0.0041, 0.2012, 0.1457], [0.0695, -0.0277, -0.2965], [-0.1707, 0.0823, 0.1326], [0.2589, -0.0884, -0.2438], [0.0430, 0.2151, 0.0774], [-0.0560, -0.2073, -0.0656], [0.0168, -0.1060, 0.0596], [0.0867, -0.1608, 0.0361], [-0.1266, -0.1257, 0.0545], [-0.0670, 0.1206, 0.0569], [0.0242, -0.1847, -0.1111], [-0.0220, 0.1503, 0.0680], [0.0106, 0.0033, 0.1370], [-0.0634, 0.1278, -0.0508]],
  "nbo_charge": [-0.703, -0.082, -0.274, 0.008, -0.203, -0.075, -0.497, 0.469, 0.171, 0.190, 0.248, 0.165, 0.223, 0.361]
}

---

(2)
{
  "formula": "C5H7NO",
  "method": "the ωB97M-V functional and the def2-TZVPD basis",
  "multiplicity": 1,
  "relative_energy_kcal_mol": 53.8,
  "lumo_ev": 0.24,
  "gap_ha": 0.30416,
  "homo_energy_ev": -8.04,
  "symbols": ["C", "C", "C", "C", "N", "C", "O", "H", "H", "H", "H", "H", "H", "H"],
  "positions_angstrom": [[0.694139, -0.019697, -1.838922], [0.178186, -0.131232, -0.448034], [-0.304348, -1.239329, 0.237679], [-0.623847, -0.828614, 1.535765], [-0.399119, 0.468171, 1.681308], [0.124881, 1.078087, 0.428179], [0.806847, 2.123781, 0.431195], [0.280759, -0.778908, -2.509177], [1.785954, -0.130319, -1.816204], [0.490760, 0.978059, -2.234709], [-0.963541, 1.107626, -0.142443], [-0.487869, -2.226120, -0.168512], [-1.081431, -1.419107, 2.323573], [-0.501373, 1.017602, 2.520301]],
  "forces_ev_per_angstrom": [[-0.0319, -0.0130, -0.0342], [0.0947, 0.0631, -0.0440], [-0.0293, 0.0896, 0.0228], [0.0089, 0.1822, -0.0369], [0.0663, -0.0773, -0.0063], [-0.1839, -0.4836, 0.0126], [0.0641, 0.0918, 0.0136], [0.0453, 0.1126, 0.1275], [-0.1574, 0.0229, 0.0367], [0.0368, -0.1204, 0.0420], [-0.0029, -0.0459, -0.0545], [0.0332, 0.1656, 0.0779], [0.0711, 0.1069, -0.1403], [-0.0149, -0.0945, -0.0169]],
  "nbo_charge": [-0.655, 0.093, -0.369, 0.104, -0.510, 0.307, -0.738, 0.219, 0.246, 0.249, 0.180, 0.232, 0.216, 0.425]
}

---

(3)
{
  "formula": "C5H7NO",
  "method": "the ωB97M-V functional and the def2-TZVPD basis",
  "multiplicity": 1,
  "relative_energy_kcal_mol": 129.1,
  "lumo_ev": 0.78,
  "gap_ha": 0.34930,
  "homo_energy_ev": -8.73,
  "symbols": ["O", "C", "C", "C", "C", "C", "N", "H", "H", "H", "H", "H", "H", "H"],
  "positions_angstrom": [[1.813460, -0.792497, -0.917882], [1.217913, -0.222815, 0.230378], [0.725632, 1.263561, 0.117400], [-0.735134, 1.033313, -0.287057], [-1.074158, -0.448809, -0.568791], [-0.178071, -0.712581, 0.648235], [-0.635094, 0.689139, 1.175256], [1.246482, -0.583384, -1.684437], [1.961682, -0.337041, 1.025612], [0.287589, 1.395098, 1.438009], [-1.363347, 1.865846, -0.608634], [-0.814234, -0.910381, -1.530509], [-2.125634, -0.658819, -0.336505], [-0.327091, -1.580632, 1.298919]],
  "forces_ev_per_angstrom": [[-0.6753, 0.3666, -0.2339], [-0.0758, 0.0630, 0.2282], [-0.7996, -0.7843, -0.5542], [0.0555, -0.0713, 0.2877], [0.2004, 0.0936, -0.0020], [-0.0432, 0.3219, 0.0610], [0.9411, 0.1765, -0.5028], [0.4460, -0.1349, 0.4456], [-0.2059, 0.0517, -0.0819], [-0.4055, -0.4020, 0.2033], [0.2364, -0.1930, 0.1587], [-0.0182, 0.1689, 0.2415], [0.2770, 0.1032, -0.0641], [0.0670, 0.2401, -0.1871]],
  "nbo_charge": [-0.695, 0.019, -0.160, -0.145, -0.435, -0.075, -0.405, 0.465, 0.189, 0.379, 0.219, 0.204, 0.226, 0.214]
}

---

(4)
{
  "formula": "C5H7NO",
  "method": "the ωB97M-V functional and the def2-TZVPD basis",
  "multiplicity": 1,
  "relative_energy_kcal_mol": 61.9,
  "lumo_ev": 1.01,
  "gap_ha": 0.34954,
  "homo_energy_ev": -8.50,
  "symbols": ["O", "C", "C", "N", "C", "C", "C", "H", "H", "H", "H", "H", "H", "H"],
  "positions_angstrom": [[2.275148, 2.004355, 0.034542], [1.308408, 1.293200, -0.068750], [1.366042, -0.219953, 0.069548], [0.085812, -0.895119, -0.017722], [-1.009650, -0.476491, 0.908061], [-1.852521, -0.237110, -0.321467], [-0.798533, -0.563057, -1.084630], [2.033710, -0.606947, -0.711925], [1.844746, -0.456767, 1.027638], [-0.758606, 0.413402, 1.498699], [-1.325331, -1.284346, 1.576056], [0.306511, 1.724868, -0.281395], [-2.900003, -0.035302, -0.485817], [-0.575732, -0.660727, -2.142833]],
  "forces_ev_per_angstrom": [[-0.1531, -0.1487, -0.0149], [0.1352, 0.0906, 0.0464], [0.1585, 0.0076, 0.0319], [0.0267, 0.0409, -0.0691], [-0.0732, 0.0556, 0.2874], [0.0776, -0.1010, -0.1592], [-0.2086, 0.0202, -0.0221], [-0.0934, 0.0792, 0.0971], [-0.0615, 0.0227, -0.1409], [-0.0160, -0.0990, -0.0868], [0.0419, 0.1116, -0.0743], [0.1001, -0.0587, 0.0125], [0.1138, -0.0580, -0.0239], [-0.0480, 0.0370, 0.1159]],
  "nbo_charge": [-0.515, 0.413, -0.341, -0.414, -0.243, -0.289, -0.024, 0.232, 0.232, 0.195, 0.211, 0.116, 0.220, 0.207]
}

---

(5)
{
  "formula": "C5H7NO",
  "method": "the ωB97M-V functional and the def2-TZVPD basis",
  "multiplicity": 1,
  "relative_energy_kcal_mol": 82.3,
  "lumo_ev": 0.66,
  "gap_ha": 0.34540,
  "homo_energy_ev": -8.74,
  "smiles": "CC=C=O.C#CN",
  "symbols": ["C", "C", "C", "O", "H", "H", "H", "H", "C", "C", "N", "H", "H", "H"],
  "positions_angstrom": [[1.002630, -0.578373, -1.661937], [-0.339649, 0.051377, -1.393551], [-1.316536, -0.060720, -0.533064], [-2.328878, -0.017368, 0.065774], [1.863912, -0.078495, -1.202364], [1.137215, -0.521447, -2.744145], [1.039471, -1.635698, -1.381614], [-0.873542, 0.513085, -2.222864], [1.007920, -0.579173, 1.573216], [0.150964, 0.209587, 1.893394], [-0.836679, 1.061019, 2.263479], [1.772258, -1.289932, 1.355402], [-1.704403, 0.889219, 1.763616], [-0.574683, 2.036917, 2.224658]],
  "forces_ev_per_angstrom": [[0.0136, -0.0688, -0.0621], [-0.4146, -0.1717, -0.2214], [-0.5907, -0.0257, 0.2207], [0.8543, -0.2343, -0.2330], [-0.3929, 0.0646, 0.0639], [0.1539, -0.1209, 0.1036], [-0.0804, 0.2021, 0.0124], [0.3175, 0.2580, -0.3275], [-0.3773, 0.3159, 0.3006], [0.3867, -0.3106, -0.0957], [0.1141, -0.0059, -0.0294], [-0.1299, 0.1263, 0.0472], [0.1133, 0.0548, 0.1750], [0.0323, -0.0838, 0.0457]],
  "nbo_charge": [-0.612, -0.528, 0.723, -0.519, 0.225, 0.221, 0.219, 0.266, -0.364, 0.169, -0.841, 0.240, 0.409, 0.391]
}

---

(6)
{
  "formula": "C5H7NO",
  "method": "the ωB97M-V functional and the def2-TZVPD basis",
  "multiplicity": 1,
  "relative_energy_kcal_mol": 125.6,
  "lumo_ev": -0.52,
  "gap_ha": 0.31865,
  "homo_energy_ev": -9.19,
  "smiles": "CC1=C(N=O)[C@@H]1C",
  "symbols": ["C", "C", "C", "N", "O", "C", "C", "H", "H", "H", "H", "H", "H", "H"],
  "positions_angstrom": [[1.980173, -0.230245, -0.507271], [0.626272, 0.305316, -0.309816], [-0.144499, 1.187827, 0.247790], [-0.254238, 1.803633, 1.519407], [0.525314, 1.251104, 2.272421], [-0.844998, 0.207490, -0.631474], [-1.748140, -0.800414, 0.062161], [2.617472, -0.063238, 0.365949], [2.418748, 0.301305, -1.359305], [1.945199, -1.293198, -0.752235], [-1.145362, 0.459504, -1.649683], [-1.444588, -0.946190, 1.106561], [-2.772947, -0.410538, 0.073988], [-1.758402, -1.772356, -0.438496]],
  "forces_ev_per_angstrom": [[0.0659, -0.0780, -0.0342], [-0.0288, 0.1243, -0.1210], [0.2800, -0.5103, 0.1366], [0.3525, -0.1100, 0.2093], [-0.3229, 0.7203, 0.2898], [-0.2707, -0.0710, -0.2747], [0.0002, -0.0961, -0.0363], [-0.1422, -0.0340, -0.1281], [0.0561, -0.1698, 0.0394], [0.0638, 0.0761, 0.0088], [-0.2085, 0.2234, 0.1512], [0.0149, -0.0139, -0.2247], [0.1494, -0.1207, -0.0285], [-0.0099, 0.0598, 0.0126]],
  "nbo_charge": [-0.671, 0.127, -0.006, 0.126, -0.281, -0.209, -0.634, 0.241, 0.246, 0.234, 0.186, 0.211, 0.219, 0.211]
}

---

(7)
{
  "formula": "C5H7NO",
  "method": "the ωB97M-V functional and the def2-TZVPD basis",
  "multiplicity": 1,
  "relative_energy_kcal_mol": 154.2,
  "lumo_ev": 0.99,
  "gap_ha": 0.33571,
  "homo_energy_ev": -8.14,
  "smiles": "C1=C[C@@H]2N[C@H]2CO1",
  "symbols": ["C", "C", "C", "N", "C", "C", "O", "H", "H", "H", "H", "H", "H", "H"],
  "positions_angstrom": [[-1.657625, 0.552352, -0.174621], [-0.570295, 1.479297, 0.028779], [0.685594, 0.672711, 0.420104], [2.040449, 0.231100, -0.194679], [0.814424, -0.449144, -0.397648], [-0.108589, -1.382786, 0.093923], [-1.506705, -0.689742, 0.213846], [-2.659378, 0.612447, -0.729790], [-0.620629, 2.632570, -0.133227], [0.332770, 0.457623, 1.450807], [2.876831, 0.148159, 0.573911], [0.437509, -0.186764, -1.407360], [0.272728, -1.944134, 0.872767], [-0.337078, -2.133690, -0.616809]],
  "forces_ev_per_angstrom": [[2.1728, 3.6594, -0.4281], [-1.8950, 0.4810, -1.9501], [-1.5258, 3.5342, 2.0233], [1.8089, 2.2999, 3.1608], [-0.5335, -0.4399, -3.7433], [-2.1253, -2.0958, -1.0610], [1.8274, -3.1204, 0.6918], [1.5032, 0.9296, 1.2640], [-0.0583, -2.4894, 0.0062], [1.8897, -0.5409, -0.0088], [-3.2790, -0.7621, -2.0598], [0.8970, -0.1808, 0.1425], [-0.2318, -0.4930, 2.9040], [-0.4503, -0.7818, -0.9415]],
  "nbo_charge": [0.141, -0.350, -0.105, -0.561, -0.158, -0.062, -0.526, 0.213, 0.233, 0.202, 0.401, 0.189, 0.199, 0.186]
}

---

(8)
{
  "formula": "C5H7NO",
  "method": "the ωB97M-V functional and the def2-TZVPD basis",
  "multiplicity": 1,
  "relative_energy_kcal_mol": 76.7,
  "lumo_ev": 0.10,
  "gap_ha": 0.37360,
  "homo_energy_ev": -10.07,
  "smiles": "C=NC=O.C=C=C",
  "symbols": ["C", "N", "C", "O", "H", "H", "H", "C", "C", "C", "H", "H", "H", "H"],
  "positions_angstrom": [[-0.728461, -0.498350, 1.197017], [0.519731, -0.381549, 1.435446], [0.961998, 0.954344, 1.644563], [0.268369, 1.883952, 1.976092], [-1.411017, 0.354623, 1.184670], [-1.148556, -1.488990, 1.029701], [2.049248, 1.059071, 1.491502], [-1.346254, -0.042243, -1.439588], [-0.067042, -0.272839, -1.592355], [1.209705, -0.492253, -1.472091], [-2.077353, -0.844963, -1.465977], [-1.710153, 0.968492, -1.274369], [1.537190, -0.674552, -0.446330], [1.942595, -0.524743, -2.268280]],
  "forces_ev_per_angstrom": [[0.2250, -0.0543, 0.2668], [-0.4227, -0.0223, 0.2043], [-0.1806, 0.4003, 0.1237], [0.2917, -0.3884, -0.0833], [0.1228, -0.0497, 0.0149], [0.0978, 0.0855, 0.1109], [-0.1378, 0.0162, 0.0049], [0.1132, 0.0312, -0.2568], [0.0208, 0.0379, 0.1252], [-0.1873, -0.0090, -0.0108], [0.0928, 0.0689, -0.1246], [0.0473, -0.0912, -0.1386], [0.1351, -0.0709, -0.1713], [-0.2180, 0.0457, -0.0654]],
  "nbo_charge": [0.044, -0.551, 0.528, -0.539, 0.180, 0.182, 0.121, -0.516, 0.120, -0.507, 0.226, 0.231, 0.247, 0.234]
}